Computed, not measured: the ion C7H7ClO2PS with charge +1 at a distorted geometry, with ωB97M-V/def2-TZVPD.

```
19
Properties=species:S:1:pos:R:3
Cl 3.7659 -0.6887 -0.5995
S 2.9494 1.7173 1.4665
P 2.3462 0.0377 0.3051
O 1.7318 -1.0369 1.2391
O 1.3214 0.5259 -0.8175
C -1.9044 -0.7006 0.4534
C 0.3898 -1.7269 0.6023
C -0.9172 1.4087 -1.0921
C -0.5220 -0.5871 0.2647
C -2.7745 0.2237 -0.2360
C -0.0691 0.4719 -0.5208
C -2.2395 1.2069 -1.0122
H 0.0575 -2.4250 1.3751
H -2.9219 1.7527 -1.6859
H -2.3137 -1.5375 0.9440
H -3.8811 0.0000 -0.2075
H 1.0489 -2.2327 -0.0635
H -0.3750 2.1765 -1.6902
H 4.3075 1.4140 1.2752
```

## Properties
Total charge: +1
Energy relative to the best compared isomer or geometry (same formula, charge and spin), kcal/mol: 19.9
LUMO, eV: -3.81
HOMO-LUMO gap, eV: 9.36

---

Computed, not measured: a cluster of 2 separate species, C5H9N3 in total at a distorted geometry, with ωB97M-V/def2-TZVPD.

```
17
Properties=species:S:1:pos:R:3
N -1.7941 0.2397 2.1224
N 0.7500 -0.2682 -1.6415
N 2.8267 0.2768 -0.5430
C 1.5467 0.1485 -0.4716
C 0.5903 0.0227 0.6392
C -0.5113 -0.1027 -1.3361
C -2.0300 -0.3633 0.6536
C -0.7795 -0.2568 -0.0348
H -2.5934 -1.5016 0.7476
H -1.4023 -0.3410 -2.0537
H 0.8869 -0.8236 1.1718
H 0.4524 0.9091 1.3814
H 3.0585 0.2944 0.4084
H 0.9005 0.6922 -2.4394
H -2.8042 0.5246 2.5117
H -2.7382 0.3458 -0.0555
H -1.1340 1.4711 2.0601
```

## Properties
Energy relative to the best compared isomer or geometry (same formula, charge and spin), kcal/mol: 138.2
LUMO, eV: 0.41
HOMO-LUMO gap, eV: 8.56

---

Computed, not measured: a cluster of 3 separate species, C5H16N2O2 in total at a distorted geometry, with ωB97M-V/def2-TZVPD.

```
25
Properties=species:S:1:pos:R:3
O 0.9364 -2.9689 1.5254
O 2.6088 1.7023 1.9005
N -2.7740 -1.1423 0.7163
N 2.1934 0.4652 -2.1535
C 0.6164 0.4611 -0.3264
C -2.4438 -0.5756 -0.5882
C 0.8114 0.5238 -1.6347
C -0.6237 0.9863 0.2887
C -1.8701 0.8410 -0.5717
H 2.5065 0.8714 1.2074
H 1.7539 1.7537 2.2937
H -1.6595 1.1920 -1.6433
H -2.0009 -1.7876 0.9296
H 1.3427 0.3227 0.4667
H -0.5259 2.0723 0.5902
H 0.0590 -2.5313 1.5278
H -0.8323 0.4306 1.2708
H -3.4407 -0.5583 -1.3076
H 2.2003 0.6803 -3.1127
H -2.6828 1.5066 -0.2275
H 2.9393 0.8126 -1.5853
H -1.6084 -1.2699 -0.9632
H -2.7556 -0.4006 1.4625
H -0.0447 0.6646 -2.3567
H 1.5106 -2.3061 1.0952
```

## Properties
SMILES string: N/C=C/CCCN.O.O
Energy relative to the best compared isomer or geometry (same formula, charge and spin), kcal/mol: 71.3
LUMO, eV: 0.46
HOMO-LUMO gap, eV: 9.11

---

Computed, not measured: an isolated molecule of C10H12N2O at a distorted geometry, with ωB97M-V/def2-TZVPD.

```
25
Properties=species:S:1:pos:R:3
O -2.7861 0.6587 0.7625
N -0.1695 0.7975 0.0655
N -0.2442 -1.4590 0.1020
C -0.6027 2.1444 -0.1728
C 3.4558 -0.9546 0.0258
C 1.1322 0.3962 0.1371
C 3.3906 0.4878 0.0134
C 2.2770 -1.6962 0.1658
C 2.2202 1.1822 -0.1119
C 1.1457 -0.9984 0.0928
C -0.8943 -0.4270 -0.0834
C -2.9903 -1.5685 -0.2873
C -2.2938 -0.2372 -0.2714
H -3.0036 -2.0873 -1.2185
H 4.4337 0.9065 0.0844
H 2.0684 2.2421 -0.0832
H -2.3659 0.3054 1.6113
H -4.0077 -1.2920 -0.0664
H -0.9685 2.7206 0.6792
H 4.4214 -1.3270 0.3440
H 0.2048 2.6835 -0.6957
H -2.7534 -2.2530 0.5201
H 2.1844 -2.7496 0.4156
H -1.4465 2.1943 -0.7901
H -2.4077 0.3305 -1.2387
```

## Properties
SMILES string: C[C@@H](O)c1nc2ccccc2n1C
Energy relative to the best compared isomer or geometry (same formula, charge and spin), kcal/mol: 45.5
LUMO, eV: 0.76
HOMO-LUMO gap, eV: 9.05

---

Computed, not measured: a structure of composition C21H29N2O4OsSSb, with ωB97M-V/def2-TZVPD.

```
59
Properties=species:S:1:pos:R:3
Os -0.2617 1.2379 0.0038
Sb -0.7896 -1.4487 0.1951
S -2.5768 1.2507 -0.0712
O 0.6525 1.4682 -2.3418
O 2.1663 0.9113 3.4083
O 2.4476 2.2112 -3.4569
O 0.4970 0.6534 1.9331
N -1.0156 3.1944 -0.0874
N 1.9341 1.5521 -0.0325
C 2.6323 1.8827 -1.1310
C -3.2478 4.0428 -0.0924
C 1.7069 1.0092 2.3073
C -2.3241 -1.7318 1.6890
C 4.6321 2.1063 0.1419
C -0.5016 4.4350 -0.0732
C -2.7181 5.3259 -0.0901
C 0.8967 -3.9157 0.9465
C 1.8145 1.8413 -2.3742
C -1.3384 5.5287 -0.0814
C -1.0986 -1.3701 -2.8575
C -2.3496 2.9975 -0.0934
C 3.9165 1.7450 1.2699
C 2.1461 -2.1230 -0.3128
C -1.6152 -2.1688 -1.6670
C 2.5623 1.4695 1.1393
C -1.3764 -3.6664 -1.8455
C -1.9613 -1.1105 3.0293
C 1.0724 -2.4168 0.7267
C -2.7040 -3.2065 1.8202
C 3.9812 2.1681 -1.0897
H 0.1018 -4.1568 1.6497
H 1.9122 -2.5934 -1.2699
H -1.3505 -0.3107 -2.7902
H -3.1727 -1.2002 1.2496
H -0.0153 -1.4617 -2.9642
H 3.0972 -2.5363 0.0270
H 5.6888 2.3264 0.2079
H -1.6654 -4.2636 -0.9811
H 1.3187 -1.9355 1.6755
H 0.5767 4.5201 -0.0542
H -1.9592 -4.0167 -2.6990
H 1.8705 2.1432 -4.2368
H -1.5499 -1.7632 -3.7700
H 0.7047 -4.4418 0.0119
H 4.5108 2.4235 -1.9962
H -2.9375 -3.6800 0.8661
H -2.6856 -1.9782 -1.5441
H -3.5961 -3.2757 2.4445
H -0.3267 -3.8686 -2.0665
H -4.3130 3.8626 -0.0936
H 4.3690 1.6644 2.2489
H -2.8019 -1.2517 3.7102
H -1.7512 -0.0436 2.9611
H 1.8265 -4.3109 1.3605
H -1.0905 -1.5948 3.4734
H 2.2900 -1.0539 -0.4845
H -0.9244 6.5261 -0.0737
H -1.9220 -3.7801 2.3168
H -3.3844 6.1782 -0.0909
```

## Properties
Total charge: +2
LUMO (spin up / spin down), eV: -6.68 / -8.75
Multiplicity: 5
HOMO-LUMO gap (spin up / spin down), eV: 7.70 / 6.53

---

Computed, not measured: a structure of composition C3H7CaMgO3 at a distorted geometry, with ωB97M-V/def2-TZVPD.

```
15
Properties=species:S:1:pos:R:3
Ca 4.0935 1.2706 -0.1218
Mg 0.7642 1.5756 -0.0510
O 5.6183 0.1502 -0.1229
O -0.0797 -0.2909 -0.2127
O -1.0139 2.2000 0.1240
C 0.5095 -1.5643 0.0022
C -1.4380 -0.1726 0.2370
C -1.9351 1.2060 -0.1876
H -2.0383 -0.9787 -0.2111
H -2.9077 1.3671 0.3150
H 1.5952 -1.4724 -0.1934
H -1.4448 -0.2803 1.3345
H 0.3578 -1.8837 1.0437
H 0.0633 -2.3011 -0.6794
H -2.1444 1.1744 -1.2765
```

## Properties
Energy relative to the best compared isomer or geometry (same formula, charge and spin), kcal/mol: 17.6
LUMO (spin up / spin down), eV: -0.15 / -1.31
Multiplicity: 2
HOMO-LUMO gap (spin up / spin down), eV: 6.27 / 5.11

---

Computed, not measured: an isolated molecule of C5H8N2 at a distorted geometry, with ωB97M-V/def2-TZVPD.

```
15
Properties=species:S:1:pos:R:3
N -1.9837 -1.0458 0.4059
N 0.3487 -0.3684 2.7524
C -0.1437 -0.1963 1.7182
C 0.7957 1.2230 -0.8596
C 1.6601 0.0256 -0.8240
C 0.1427 -0.1595 -0.7758
C -0.8464 -0.1106 0.4279
H -0.2240 -0.8328 -1.5877
H -2.5620 -0.7036 1.1746
H -1.7132 -1.9904 0.6727
H 0.8881 1.8020 0.0828
H 0.5883 1.8689 -1.7005
H -1.2887 0.8850 0.2816
H 2.2816 -0.1895 0.0400
H 2.0565 -0.2077 -1.8085
```

## Properties
SMILES string: N#C[C@H](N)C1CC1
Energy relative to the best compared isomer or geometry (same formula, charge and spin), kcal/mol: 51.0
LUMO, eV: 0.94
HOMO-LUMO gap, eV: 11.07

---

Computed, not measured: an isolated molecule of C5H7ClN2 at a distorted geometry, with ωB97M-V/def2-TZVPD.

```
15
Properties=species:S:1:pos:R:3
Cl -2.5253 0.4410 -0.0152
N 1.5248 2.1264 0.7231
N 0.2526 0.5138 -0.0660
C 1.7698 0.9633 1.4322
C 0.5402 1.8558 -0.0353
C -1.0833 -0.2595 -0.7678
C -1.0134 -1.7628 -0.7861
C 1.0311 -0.0572 0.9688
H 0.0758 2.6493 -0.5732
H -1.6651 -2.1311 -1.5356
H -1.2186 -2.1316 0.2837
H 2.4369 0.8858 2.2175
H -0.1343 -2.2275 -1.2551
H -0.9892 0.2519 -1.6545
H 0.9980 -1.1175 1.0635
```

## Properties
SMILES string: C[C@@H](Cl)n1ccnc1
Energy relative to the best compared isomer or geometry (same formula, charge and spin), kcal/mol: 36.2
LUMO, eV: 0.73
HOMO-LUMO gap, eV: 9.61